91
Properties=species:S:1:pos:R:3:forces:R:3 method="wB97M-V/def2-TZVPD" lumo_ev=-6.378 total_charge=+2 homo_energy_ev=-12.75 gap_ev=6.4 e_above_lowest_ev=0.662
Hf 0.68040 0.23001 -0.52745 -0.247 0.280 0.080
C -0.13215 5.30455 0.87347 0.004 -0.037 -0.064
C 0.19344 4.16708 -0.10732 -0.034 0.042 0.107
C -0.22235 4.55235 -1.53071 0.054 0.028 0.038
C 1.71064 3.95381 -0.09036 -0.011 -0.066 -0.042
P -0.61131 2.54956 0.38691 -0.123 0.057 -0.037
C -0.43811 2.42747 2.22684 0.032 -0.120 -0.005
N -0.46418 1.01906 2.55785 0.123 0.121 -0.111
B -0.01201 -0.03545 1.69689 -0.337 0.015 -0.042
N -0.31106 -1.24306 2.39550 0.120 -0.028 -0.032
C 0.02609 -2.56276 1.92050 0.019 0.122 0.047
P 0.27692 -2.44129 0.08573 0.107 -0.109 -0.069
C -1.33283 -3.05195 -0.64339 0.009 -0.018 0.033
C -2.33464 -1.92488 -0.36367 -0.010 -0.061 -0.011
C -1.86519 -4.33740 0.00102 0.041 0.024 0.007
C -1.19691 -3.25350 -2.15414 -0.059 0.033 -0.021
C 1.76841 -3.51944 -0.24838 -0.020 0.053 0.100
C 2.93721 -2.79142 0.43955 -0.027 -0.018 0.003
C 1.61509 -4.93038 0.32696 0.048 0.004 -0.020
C 2.10261 -3.60576 -1.74084 0.012 0.035 -0.015
C -0.90906 -0.93626 3.61731 0.046 0.042 0.062
C -1.37200 -1.75967 4.63404 0.003 0.020 -0.023
C -1.94699 -1.15539 5.74091 -0.002 0.003 0.005
C -2.04636 0.23383 5.83764 0.001 -0.013 0.009
C -1.57129 1.06294 4.83340 0.008 0.006 -0.007
C -1.00229 0.46604 3.71703 -0.014 -0.116 0.049
C -2.46872 2.58519 0.08742 0.031 -0.100 0.076
C -2.74582 2.34720 -1.40085 -0.030 0.028 -0.034
C -3.13645 3.88481 0.54299 0.027 0.012 -0.056
C -3.10137 1.44224 0.89465 0.049 0.063 0.015
H 0.34230 6.21768 0.50787 0.009 -0.006 -0.005
H 0.27008 5.11259 1.86769 0.001 -0.025 0.033
H -1.19520 5.50293 0.96006 -0.012 0.015 0.017
H 0.40635 5.38094 -1.86358 -0.006 -0.002 0.006
H -1.25607 4.88386 -1.58931 -0.019 0.017 0.010
H -0.08293 3.72897 -2.23763 0.002 -0.009 -0.001
H 2.20265 4.91598 -0.24434 -0.002 -0.005 0.001
H 2.03036 3.29293 -0.90104 0.005 0.010 0.016
H 2.06979 3.54545 0.85573 0.022 -0.007 -0.003
H -1.25626 2.96711 2.70787 -0.041 0.002 -0.018
H 0.49359 2.90641 2.53588 0.014 0.014 0.031
H -0.75409 -3.28874 2.14857 -0.061 0.013 -0.045
H 0.94592 -2.93436 2.37650 -0.009 -0.008 0.043
H -2.39093 -1.69703 0.70151 -0.020 0.047 0.004
H -3.33103 -2.23516 -0.68800 0.025 0.006 -0.036
H -2.08404 -1.01482 -0.92002 -0.023 0.024 0.003
H -2.22496 -4.16289 1.01443 0.003 -0.036 0.003
H -1.13187 -5.13976 0.02304 -0.005 -0.021 -0.011
H -2.71893 -4.68759 -0.58290 0.000 0.020 -0.002
H -0.67593 -2.42354 -2.63799 -0.007 -0.041 -0.003
H -2.19933 -3.30663 -2.58507 0.020 -0.002 -0.010
H -0.68908 -4.18368 -2.39824 0.021 -0.010 0.006
H 2.81874 -2.67893 1.51766 -0.023 -0.001 -0.020
H 3.08302 -1.79874 0.00345 0.034 -0.028 0.007
H 3.85698 -3.35494 0.27171 -0.003 0.003 -0.004
H 1.31321 -4.93497 1.37457 -0.004 0.002 0.006
H 2.58034 -5.43797 0.26462 -0.012 -0.001 0.005
H 0.90252 -5.52210 -0.24497 -0.004 -0.006 -0.001
H 2.18803 -2.61771 -2.19982 -0.014 -0.053 0.021
H 1.38571 -4.19866 -2.30261 -0.027 0.002 0.013
H 3.07378 -4.09632 -1.83846 -0.008 0.000 -0.012
H -1.28406 -2.83718 4.57331 -0.005 0.009 0.002
H -2.31869 -1.77036 6.54903 0.004 0.005 -0.007
H -2.49315 0.67158 6.71979 0.003 0.000 -0.008
H -1.63359 2.13954 4.93151 0.000 -0.010 -0.003
H -2.39522 3.16493 -2.03054 -0.036 -0.095 0.032
H -3.82575 2.26589 -1.54072 0.005 0.009 -0.012
H -2.29863 1.41846 -1.76078 -0.014 -0.002 0.005
H -2.85497 4.74126 -0.06436 0.003 0.031 -0.026
H -2.93810 4.11190 1.59072 0.013 0.008 0.012
H -4.21637 3.75668 0.44227 0.006 0.004 -0.005
H -2.65171 0.48014 0.67012 0.019 -0.112 -0.006
H -4.16081 1.39270 0.63684 -0.001 -0.009 -0.013
H -3.03437 1.60303 1.97040 0.018 0.004 0.018
N 2.08723 0.15662 -5.22394 0.068 -0.069 0.148
C 0.77978 -0.13286 -4.61022 -0.018 0.010 0.021
C 0.78728 -0.07459 -3.10202 0.071 -0.046 -0.050
O 1.84086 -0.26099 -2.43716 -0.009 -0.090 -0.088
O -0.30310 0.12795 -2.45623 -0.035 0.072 -0.074
H 2.30216 -0.54252 -5.92754 0.017 -0.012 0.005
H 3.43279 0.32352 -4.34375 0.094 0.182 -0.101
H 2.04049 1.04095 -5.72103 0.038 0.017 0.011
H 0.46510 -1.15176 -4.85217 -0.021 -0.013 0.001
H -0.00728 0.52341 -4.97950 -0.018 0.014 0.036
N 2.67386 0.91772 -0.01218 0.277 0.115 -0.014
C 3.69685 0.67948 -0.51815 0.031 -0.186 0.162
C 4.81134 0.30027 -1.24349 -0.100 -0.048 -0.189
C 4.57549 0.43135 -2.60151 0.325 0.167 0.290
N 4.28017 0.65385 -3.70017 -0.371 -0.215 -0.207
C 5.87442 -0.45902 -0.67246 -0.013 0.025 -0.015
N 6.70558 -1.08977 -0.19279 -0.027 0.018 -0.015